A molecular structure, C20H15AuCl2O2PS. Source: OMol25; level of theory: ωB97M-V with the def2-TZVPD basis set.

Structure (XYZ):
```
42
Properties=species:S:1:pos:R:3
H 0.9236 -1.5051 4.3096
C -1.3635 -1.5638 -1.4667
C -2.4158 -1.5763 -3.6301
C -3.7581 -1.5265 -1.6280
C -3.6596 -1.5474 -3.0119
H -1.1482 0.7486 0.4187
Cl 0.2187 4.2945 -2.4782
C 1.5180 4.6037 1.2363
C 0.5269 -1.6162 2.2106
C 0.9561 3.9174 -0.9798
C -0.0654 -0.9829 1.1160
H 1.5044 5.3577 2.0118
C -2.6120 -1.5362 -0.8482
C -0.6909 0.2575 1.2703
H 0.3653 -3.9512 0.2900
H 0.6679 -3.7459 -1.4552
C 0.4735 -1.0133 3.4583
C 2.1718 2.4149 0.5038
H -0.2933 -1.5925 -3.3394
H -2.6917 -1.5300 0.2314
C 1.5635 2.6308 -0.7750
H 1.0324 -2.5674 2.0960
C -0.7396 0.8472 2.5203
C -1.2659 -1.5793 -2.8599
C 0.8375 -3.3212 -0.4627
S 1.4716 1.5517 -2.0779
Au 2.1476 -0.6026 -1.4690
H -4.7289 -1.5087 -1.1520
H -1.2384 1.7989 2.6482
H -2.3434 -1.5914 -4.7087
H -0.1995 0.6761 4.5891
H 0.4549 5.8248 -0.1798
O 2.9851 -2.4233 -1.0715
H -4.5581 -1.5409 -3.6142
C 0.9301 4.8738 0.0107
C 2.3583 -3.2245 -0.2341
Cl 3.0195 0.9699 0.8905
C -0.1561 0.2134 3.6121
O 2.8938 -3.8591 0.6333
H 2.6162 3.1896 2.4298
P 0.1515 -1.6479 -0.5239
C 2.1399 3.3832 1.4796
```

The calculation puts the orbital gap (alpha / beta) at 8.05 / 5.74 eV. Its expectation value of S² is 2.033. Its charge is +1. The HOMO energy (alpha / beta) comes out at -11.06 / -12.49 eV. Its spin multiplicity is 3. As for the max |F|: 0.23 eV Å⁻¹. Its energy above the lowest of the compared OMol25 structures with the same formula, charge and spin is 0.024 eV. The value obtained for the total energy is -73932.7347 eV.